1.
{"formula": "C32H29N8SbSe4Zr", "method": "the ωB97M-V functional and the def2-TZVPD basis", "symbols": ["Zr", "N", "C", "N", "C", "N", "N", "C", "C", "C", "C", "C", "C", "N", "C", "C", "C", "C", "C", "C", "H", "H", "H", "H", "H", "H", "H", "H", "H", "H", "H", "C", "C", "C", "C", "C", "C", "N", "Sb", "C", "C", "C", "C", "C", "C", "N", "C", "C", "C", "C", "C", "C", "N", "H", "H", "H", "H", "H", "H", "H", "H", "H", "H", "H", "H", "H", "H", "H", "H", "H", "H", "Se", "Se", "Se", "Se"], "xyz": [[0.41, 0.57, 0.27], [-3.24, -0.62, -2.01], [-2.07, -0.19, -1.60], [-1.66, -0.23, -0.35], [-2.49, -0.84, 0.60], [-2.05, -1.07, 1.78], [-0.75, -0.61, 1.94], [-0.35, -0.65, 3.14], [0.91, -0.03, 3.48], [1.37, 0.01, 4.78], [2.55, 0.70, 5.05], [3.22, 1.29, 4.00], [2.69, 1.20, 2.72], [1.55, 0.56, 2.46], [-3.84, -1.24, 0.21], [-4.76, -1.74, 1.13], [-6.02, -2.11, 0.70], [-6.37, -1.99, -0.65], [-5.47, -1.50, -1.57], [-4.21, -1.13, -1.13], [-3.47, -0.54, -2.99], [-1.40, 0.22, -2.35], [-0.99, -1.06, 3.92], [0.81, -0.48, 5.57], [2.93, 0.76, 6.06], [4.14, 1.84, 4.15], [3.20, 1.64, 1.88], [-4.48, -1.82, 2.17], [-6.74, -2.49, 1.41], [-7.36, -2.28, -0.97], [-5.73, -1.40, -2.62], [-0.51, -3.10, -0.40], [0.09, -2.46, -1.62], [0.03, -3.14, -2.83], [0.62, -2.60, -3.95], [1.32, -1.41, -3.82], [1.36, -0.79, -2.59], [0.70, -1.27, -1.51], [2.76, 0.85, -2.43], [1.31, 2.34, -1.92], [1.70, 3.58, -2.39], [0.74, 4.57, -2.54], [-0.58, 4.26, -2.29], [-0.92, 3.00, -1.79], [-2.37, 2.76, -1.53], [0.03, 2.05, -1.58], [3.52, 0.16, -0.53], [4.88, 0.29, -0.32], [5.46, -0.42, 0.73], [4.68, -1.29, 1.45], [3.32, -1.37, 1.19], [2.47, -2.40, 1.88], [2.74, -0.60, 0.25], [-0.11, -4.11, -0.29], [-1.59, -3.20, -0.49], [-0.28, -2.54, 0.50], [-0.47, -4.10, -2.87], [0.57, -3.11, -4.91], [1.85, -0.99, -4.66], [2.73, 3.77, -2.66], [1.01, 5.56, -2.88], [-1.36, 4.99, -2.43], [-2.84, 3.70, -1.24], [-2.55, 2.07, -0.71], [-2.86, 2.41, -2.44], [5.49, 0.91, -0.96], [6.52, -0.33, 0.93], [5.11, -1.92, 2.22], [2.81, -2.59, 2.89], [2.55, -3.34, 1.33], [1.43, -2.12, 1.89], [-0.92, 2.32, 1.64], [-1.97, 5.81, 0.39], [0.14, 5.75, 1.05], [1.07, 3.33, 1.06]], "lowdin_charge": [1.360, 0.170, -0.173, -0.032, -0.302, 0.108, -0.168, -0.081, -0.302, 0.030, -0.001, 0.001, -0.190, -0.069, -0.084, 0.014, -0.031, -0.027, 0.008, -0.161, 0.178, 0.134, 0.155, 0.133, 0.129, 0.128, 0.076, 0.124, 0.122, 0.124, 0.127, -0.008, -0.312, 0.000, -0.021, -0.106, -0.444, -0.030, 1.604, -0.576, -0.150, -0.018, -0.057, -0.341, -0.070, -0.129, -0.461, -0.104, -0.017, 0.001, -0.322, -0.003, -0.034, 0.106, 0.095, 0.040, 0.132, 0.127, 0.098, 0.099, 0.136, 0.099, 0.038, 0.025, 0.099, 0.103, 0.128, 0.132, 0.099, 0.105, 0.038, 0.276, 0.030, -0.024, 0.118], "homo_ev": [-10.690, -10.687], "lumo_ev": [-6.5, -6.5], "charge": 2}

***

2.
{"formula": "C14H42O14", "method": "the ωB97M-V functional and the def2-TZVPD basis", "symbols": ["O", "C", "C", "O", "H", "H", "H", "H", "H", "H", "O", "C", "C", "O", "H", "H", "H", "H", "H", "H", "O", "C", "C", "O", "H", "H", "H", "H", "H", "H", "O", "C", "C", "O", "H", "H", "H", "H", "H", "H", "O", "C", "C", "O", "H", "H", "H", "H", "H", "H", "O", "C", "C", "O", "H", "H", "H", "H", "H", "H", "O", "C", "C", "O", "H", "H", "H", "H", "H", "H"], "xyz": [[0.61, 0.77, -0.24], [-0.71, 0.28, -0.06], [-1.34, 0.30, -1.43], [-0.75, -0.76, -2.22], [1.11, 0.24, -0.86], [-0.71, -0.67, 0.48], [-1.12, 1.03, 0.61], [-1.22, 1.27, -1.91], [-2.43, 0.16, -1.39], [-1.27, -1.54, -2.02], [-7.26, -0.33, 1.87], [-6.24, 0.14, 1.01], [-4.85, -0.51, 1.22], [-4.96, -1.93, 1.00], [-6.91, -0.24, 2.76], [-6.61, -0.04, 0.00], [-6.09, 1.20, 1.18], [-4.49, -0.28, 2.22], [-4.07, -0.13, 0.56], [-4.68, -2.35, 1.82], [2.44, -1.06, 4.56], [1.99, 0.28, 4.18], [0.69, 0.27, 3.36], [-0.45, -0.08, 4.21], [3.19, -1.00, 5.15], [2.01, 1.04, 4.96], [2.72, 0.64, 3.46], [0.83, -0.30, 2.45], [0.56, 1.29, 3.00], [-0.35, -1.01, 4.46], [3.35, -2.68, 0.30], [2.06, -2.58, -0.39], [2.33, -1.94, -1.85], [2.54, -0.51, -1.76], [3.60, -1.77, 0.46], [1.53, -3.52, -0.49], [1.35, -1.94, 0.13], [1.38, -2.10, -2.37], [3.20, -2.40, -2.30], [3.14, -0.36, -1.02], [-2.50, -2.44, 0.04], [-2.42, -3.82, -0.29], [-2.90, -4.12, -1.71], [-2.08, -3.54, -2.74], [-3.41, -2.20, 0.20], [-1.38, -4.14, -0.29], [-2.99, -4.46, 0.38], [-3.89, -3.73, -1.93], [-3.02, -5.20, -1.80], [-1.39, -4.05, -3.16], [3.59, 1.25, -3.72], [2.46, 2.12, -3.86], [2.99, 3.49, -4.20], [3.45, 4.19, -2.98], [3.28, 0.48, -3.22], [1.89, 1.65, -4.67], [1.89, 2.10, -2.93], [2.12, 4.02, -4.57], [3.55, 3.51, -5.13], [3.82, 5.03, -3.26], [2.49, 3.31, 3.18], [2.89, 2.84, 1.93], [2.30, 3.84, 0.85], [0.98, 3.55, 0.54], [1.54, 3.41, 3.13], [3.98, 2.92, 1.91], [2.53, 1.84, 1.71], [2.90, 3.78, -0.06], [2.31, 4.86, 1.23], [0.89, 2.62, 0.32]], "nbo_charge": [-0.788, -0.099, -0.092, -0.753, 0.501, 0.186, 0.181, 0.191, 0.164, 0.495, -0.695, -0.083, -0.106, -0.732, 0.457, 0.189, 0.162, 0.173, 0.184, 0.482, -0.744, -0.094, -0.091, -0.730, 0.475, 0.187, 0.164, 0.175, 0.184, 0.472, -0.705, -0.102, -0.100, -0.742, 0.453, 0.188, 0.175, 0.207, 0.186, 0.470, -0.760, -0.088, -0.088, -0.758, 0.492, 0.174, 0.167, 0.184, 0.170, 0.485, -0.751, -0.091, -0.095, -0.720, 0.483, 0.173, 0.181, 0.157, 0.183, 0.468, -0.719, -0.094, -0.086, -0.748, 0.467, 0.179, 0.149, 0.168, 0.179, 0.493], "homo_ev": -9.373, "lumo_ev": 0.3, "charge": 0}

***

3.
{"formula": "C30H76N4O10", "method": "the ωB97M-V functional and the def2-TZVPD basis", "symbols": ["C", "C", "C", "C", "C", "C", "C", "C", "C", "N", "O", "H", "H", "H", "H", "H", "H", "H", "H", "H", "H", "H", "H", "H", "H", "H", "H", "H", "H", "H", "C", "O", "C", "C", "N", "C", "C", "O", "C", "H", "H", "H", "H", "H", "H", "H", "H", "H", "H", "H", "H", "H", "H", "H", "C", "O", "C", "C", "N", "C", "C", "O", "C", "H", "H", "H", "H", "H", "H", "H", "H", "H", "H", "H", "H", "H", "H", "H", "C", "O", "C", "C", "N", "C", "C", "O", "C", "H", "H", "H", "H", "H", "H", "H", "H", "H", "H", "H", "H", "H", "H", "H", "C", "O", "H", "H", "H", "H", "C", "O", "H", "H", "H", "H", "C", "O", "H", "H", "H", "H"], "xyz": [[1.17, 5.52, -0.29], [0.57, 5.89, 1.05], [1.75, 6.21, 2.15], [-0.24, 7.29, 0.72], [-1.23, 7.68, 1.82], [-2.18, 6.43, 2.01], [-1.46, 5.10, 2.43], [-0.90, 5.21, 3.90], [-2.44, 3.88, 2.43], [-0.43, 4.81, 1.39], [0.28, 3.61, 1.64], [1.72, 4.58, -0.19], [0.51, 5.35, -1.14], [1.84, 6.31, -0.65], [1.40, 6.90, 2.92], [2.18, 5.40, 2.74], [2.55, 6.75, 1.65], [0.38, 8.18, 0.65], [-0.67, 7.27, -0.28], [-0.69, 7.89, 2.75], [-1.77, 8.59, 1.56], [-2.71, 6.34, 1.06], [-2.87, 6.44, 2.85], [-0.19, 4.47, 4.27], [-1.64, 5.14, 4.70], [-0.40, 6.15, 4.12], [-3.45, 4.05, 2.81], [-1.95, 3.11, 3.03], [-2.53, 3.45, 1.44], [0.07, 3.16, 0.81], [-0.39, -2.64, -0.85], [-0.17, -1.32, -0.65], [0.86, -0.72, 0.18], [0.41, 0.69, 0.71], [0.39, 1.60, -0.34], [-0.75, 1.64, -1.23], [-0.49, 2.69, -2.39], [0.82, 2.49, -3.04], [0.86, 3.31, -4.21], [-0.65, -3.16, -1.77], [-1.17, -2.95, -0.16], [0.47, -3.22, -0.49], [1.72, -0.63, -0.48], [0.99, -1.39, 1.02], [1.16, 1.00, 1.43], [-0.47, 0.76, 1.34], [1.20, 1.64, -0.94], [-1.62, 2.01, -0.69], [-0.94, 0.64, -1.62], [-0.75, 3.70, -2.06], [-1.32, 2.48, -3.05], [1.89, 3.60, -4.41], [0.27, 4.23, -4.19], [0.53, 2.69, -5.04], [2.06, -3.39, 4.47], [1.61, -3.68, 3.16], [1.57, -5.12, 2.75], [2.20, -5.34, 1.30], [2.17, -6.79, 1.00], [0.86, -7.37, 1.00], [0.96, -8.89, 0.79], [1.53, -9.28, -0.50], [1.60, -10.78, -0.67], [1.68, -2.42, 4.76], [3.14, -3.31, 4.36], [1.73, -4.19, 5.13], [0.52, -5.38, 2.77], [2.18, -5.80, 3.35], [3.24, -5.00, 1.35], [1.72, -4.77, 0.51], [2.71, -6.89, 0.15], [0.21, -6.92, 0.25], [0.50, -7.29, 2.03], [0.05, -9.48, 0.89], [1.60, -9.22, 1.61], [1.88, -11.26, 0.26], [2.55, -11.01, -1.16], [0.67, -11.19, -1.06], [-4.01, -2.38, -2.70], [-3.97, -0.99, -2.70], [-3.97, -0.38, -1.38], [-5.28, -0.53, -0.60], [-5.23, -1.88, 0.08], [-4.94, -1.75, 1.54], [-3.46, -1.36, 1.82], [-3.19, -1.38, 3.13], [-1.81, -1.54, 3.37], [-5.01, -2.81, -2.64], [-3.29, -2.86, -2.04], [-3.69, -2.58, -3.72], [-3.86, 0.69, -1.50], [-3.08, -0.70, -0.83], [-5.97, -0.45, -1.44], [-5.35, 0.19, 0.21], [-6.15, -2.26, -0.13], [-5.19, -2.66, 2.09], [-5.62, -1.12, 2.11], [-3.18, -0.39, 1.39], [-2.80, -1.92, 1.17], [-1.61, -2.59, 3.16], [-1.59, -1.14, 4.36], [-1.14, -0.96, 2.73], [1.83, -0.73, -3.82], [2.48, 0.43, -3.27], [2.43, -1.32, -4.52], [1.40, -1.47, -3.15], [0.91, -0.42, -4.33], [1.84, 1.13, -3.12], [4.41, 3.84, -6.17], [4.50, 5.17, -5.54], [3.82, 4.01, -7.07], [5.44, 3.58, -6.43], [4.14, 3.16, -5.36], [5.33, 5.59, -5.79], [4.28, -2.15, -1.47], [4.68, -3.35, -0.95], [3.54, -1.61, -0.88], [5.16, -1.51, -1.46], [3.81, -2.11, -2.45], [4.95, -3.99, -1.61]], "lowdin_charge": [-0.069, -0.387, -0.010, -0.128, -0.179, -0.112, -0.458, -0.038, -0.036, -0.110, -0.044, 0.080, 0.065, 0.085, 0.048, 0.069, 0.067, 0.105, 0.104, 0.089, 0.103, 0.114, 0.106, 0.078, 0.075, 0.055, 0.080, 0.071, 0.066, 0.039, -0.155, -0.217, -0.111, -0.198, -0.092, -0.161, -0.139, -0.224, -0.078, 0.088, 0.071, 0.065, 0.099, 0.115, 0.123, 0.115, 0.116, 0.111, 0.103, 0.104, 0.115, 0.079, 0.093, 0.096, -0.122, -0.237, -0.143, -0.168, -0.080, -0.227, -0.204, -0.216, -0.070, 0.081, 0.085, 0.084, 0.100, 0.117, 0.113, 0.088, 0.110, 0.122, 0.108, 0.113, 0.112, 0.071, 0.078, 0.083, -0.148, -0.182, -0.209, -0.165, -0.056, -0.170, -0.292, -0.154, -0.079, 0.081, 0.078, 0.086, 0.109, 0.093, 0.123, 0.110, 0.095, 0.113, 0.107, 0.111, 0.101, 0.098, 0.097, 0.068, -0.150, -0.125, 0.074, 0.055, 0.076, 0.002, -0.112, -0.164, 0.078, 0.071, 0.070, 0.056, -0.186, -0.099, 0.059, 0.084, 0.067, 0.084], "homo_ev": -8.119, "lumo_ev": 0.7, "charge": 0}

***

no.,molecular weight (g mol⁻¹),F_max (eV/Å)
1,1054.464,0.77
2,434.476,2.72
3,652.956,3.75